[1]
{
  "formula": "C37H51F3O30",
  "method": "wB97M-V/def2-TZVPD",
  "homo_energy_ev": -10.5,
  "smiles": "O=C1OC[C@@H](F)O1.O=C1OC[C@@H](F)O1.O=C1OC[C@@H](F)O1.C[C@H]1COC(=O)O1.C[C@H]1COC(=O)O1.C[C@H]1COC(=O)O1.C[C@H]1COC(=O)O1.C[C@H]1COC(=O)O1.C[C@H]1COC(=O)O1.C[C@H]1COC(=O)O1",
  "relative_energy_kj_mol": 187.4,
  "total_charge": 0,
  "molar_mass_da": 1032.78,
  "elements": ["O", "C", "O", "C", "C", "F", "O", "H", "H", "H", "O", "C", "O", "C", "C", "F", "O", "H", "H", "H", "O", "C", "O", "C", "C", "F", "O", "H", "H", "H", "C", "C", "C", "O", "C", "O", "O", "H", "H", "H", "H", "H", "H", "C", "C", "C", "O", "C", "O", "O", "H", "H", "H", "H", "H", "H", "C", "C", "C", "O", "C", "O", "O", "H", "H", "H", "H", "H", "H", "C", "C", "C", "O", "C", "O", "O", "H", "H", "H", "H", "H", "H", "C", "C", "C", "O", "C", "O", "O", "H", "H", "H", "H", "H", "H", "C", "C", "C", "O", "C", "O", "O", "H", "H", "H", "H", "H", "H", "C", "C", "C", "O", "C", "O", "O", "H", "H", "H", "H", "H", "H"],
  "xyz": [[-0.71432, -3.12128, 0.54391], [-0.17968, -2.06434, 0.73733], [0.02848, -1.12529, -0.19256], [0.79682, -0.02687, 0.34900], [0.63616, -0.27625, 1.88153], [-0.43596, 0.38032, 2.50946], [0.30384, -1.71172, 1.97922], [1.79096, -0.06952, -0.03336], [0.22820, 0.82727, 0.06293], [1.45263, -0.05932, 2.49457], [2.60910, -5.34956, -3.93980], [2.79410, -4.18365, -3.87204], [3.68788, -3.55356, -4.66645], [3.60600, -2.12327, -4.48561], [2.70296, -2.05600, -3.21271], [1.72417, -1.10215, -3.49203], [2.16455, -3.30461, -3.03814], [4.60954, -1.84092, -4.33452], [3.06753, -1.72929, -5.37296], [3.13193, -1.83700, -2.27645], [-2.20016, -4.16940, -5.67442], [-1.98880, -4.12342, -4.46814], [-0.84547, -3.74800, -3.90362], [-1.00291, -3.86325, -2.44207], [-2.45186, -3.61663, -2.36365], [-2.58916, -2.28346, -2.48338], [-2.97433, -4.23711, -3.51139], [-0.69696, -4.86842, -2.14181], [-0.40685, -3.17191, -1.83282], [-2.97266, -3.94632, -1.51126], [-3.04866, -0.40755, 0.00660], [-4.29808, 0.38773, 0.05479], [-5.64697, -0.43050, -0.07869], [-6.44300, 0.22534, 0.90950], [-5.75974, 1.12034, 1.61074], [-6.22088, 1.85731, 2.45080], [-4.47872, 1.04820, 1.29212], [-2.98807, -1.18514, 0.79211], [-2.24144, 0.29797, 0.18392], [-2.82841, -0.84718, -0.95054], [-4.33254, 1.24232, -0.69507], [-5.45613, -1.50436, 0.21066], [-6.19989, -0.47066, -1.04712], [3.25649, -5.86145, 2.07516], [3.55378, -4.77609, 1.07380], [2.31546, -4.33976, 0.16167], [2.44320, -2.94536, 0.33252], [3.22293, -2.58467, 1.30963], [3.29964, -1.45180, 1.67851], [3.83923, -3.60090, 1.81984], [2.69444, -6.70769, 1.62092], [2.70901, -5.41061, 2.85261], [4.14065, -6.16508, 2.59857], [4.37250, -4.94508, 0.39147], [1.35523, -4.67797, 0.58616], [2.36773, -4.61241, -0.88814], [-1.86031, -1.93151, 4.99975], [-2.91924, -1.98126, 3.97101], [-2.81095, -3.00540, 2.86567], [-4.24941, -3.27771, 2.60073], [-4.96937, -2.99450, 3.64913], [-6.10413, -3.26763, 3.75795], [-4.16298, -2.37409, 4.58895], [-2.14197, -1.22292, 5.78382], [-0.94858, -1.55559, 4.60019], [-1.80762, -2.85232, 5.57304], [-2.95851, -0.98579, 3.44069], [-2.39542, -3.96463, 3.23284], [-2.31469, -2.70856, 1.88283], [3.43423, 2.36829, -2.32025], [4.64251, 1.53531, -2.01783], [4.86887, 1.31135, -0.47518], [5.58465, 0.04012, -0.54570], [5.27320, -0.55818, -1.68696], [5.41382, -1.74995, -1.90203], [4.56793, 0.20206, -2.49974], [3.32979, 2.67160, -3.34645], [3.52024, 3.31421, -1.81786], [2.56430, 1.82453, -1.89642], [5.49104, 1.95785, -2.52682], [3.93318, 1.15473, 0.06435], [5.58622, 1.97877, 0.02678], [2.46834, 5.92585, 4.30732], [2.17888, 5.43505, 2.89971], [3.24120, 5.65623, 1.84120], [3.11619, 4.44726, 1.01390], [2.41702, 3.51533, 1.67349], [2.24803, 2.43496, 1.23768], [1.91670, 3.97647, 2.83599], [2.59672, 7.04013, 4.28098], [3.42053, 5.48841, 4.55120], [1.64453, 5.60696, 4.92787], [1.20288, 5.81898, 2.53562], [4.18856, 5.75323, 2.34444], [3.08731, 6.50250, 1.18167], [-0.21392, 1.06434, -5.66338], [-1.02101, 1.95711, -4.75085], [-2.11584, 1.27583, -3.95204], [-2.07386, 1.98490, -2.67074], [-0.86716, 2.51925, -2.52074], [-0.51071, 2.90026, -1.43614], [-0.16322, 2.51906, -3.62195], [0.28509, 0.22450, -5.14620], [0.47094, 1.62240, -6.30938], [-0.90084, 0.51429, -6.31129], [-1.23552, 2.81160, -5.36289], [-1.71180, 0.29231, -3.90956], [-3.12366, 1.22786, -4.33230], [-1.37803, 3.90967, 3.18150], [-2.28482, 4.76381, 2.36859], [-2.77900, 4.01862, 1.11705], [-4.14036, 4.42024, 1.00627], [-4.57503, 5.01973, 2.13851], [-5.61577, 5.54996, 2.30106], [-3.50727, 5.12292, 3.00992], [-1.91649, 3.09699, 3.63354], [-0.91866, 4.49237, 3.96543], [-0.61552, 3.45448, 2.52259], [-1.82588, 5.73371, 2.07965], [-2.79953, 2.95997, 1.26207], [-2.25928, 4.11367, 0.10640]]
}

[2]
{
  "formula": "C37H52BFN5O20",
  "method": "wB97M-V/def2-TZVPD",
  "homo_energy_ev": -11.7,
  "total_charge": 1,
  "molar_mass_da": 916.65,
  "elements": ["C", "C", "C", "B", "O", "N", "C", "C", "C", "C", "C", "O", "F", "N", "C", "C", "C", "C", "N", "C", "N", "C", "C", "C", "C", "N", "C", "C", "H", "H", "H", "H", "H", "H", "H", "H", "H", "H", "H", "H", "H", "H", "H", "H", "H", "H", "H", "H", "H", "H", "H", "H", "H", "H", "H", "H", "C", "C", "O", "C", "O", "O", "H", "H", "H", "H", "C", "C", "O", "C", "O", "O", "H", "H", "H", "H", "C", "C", "O", "C", "O", "O", "H", "H", "H", "H", "C", "C", "O", "C", "O", "O", "H", "H", "H", "H", "C", "C", "O", "C", "O", "O", "H", "H", "H", "H", "C", "C", "O", "C", "O", "O", "H", "H", "H", "H"],
  "xyz": [[-1.65956, 1.43713, -3.04355], [-1.26108, -0.03765, -3.50214], [-0.48914, -0.42881, -4.80480], [-0.03389, 0.82293, -5.78161], [-0.82033, 1.07713, -6.98325], [1.15700, 1.69482, -5.55164], [2.16080, 1.08433, -4.62404], [0.77408, 3.00589, -4.88622], [-0.17242, -1.93770, -5.15452], [0.57800, -2.21768, -6.54123], [2.16408, -1.97251, -6.49977], [2.64327, -1.05280, -7.21935], [3.10104, -2.73960, -5.75452], [-0.57632, -2.99428, -4.21138], [-0.24361, -4.44482, -4.50348], [1.29329, -4.64487, -3.98216], [1.42404, -5.56027, -2.66893], [1.75354, -4.77636, -1.30559], [2.57527, -3.53863, -1.46827], [-1.29847, -2.68588, -2.97070], [-1.72811, -3.73840, -1.99568], [-1.69149, -1.21577, -2.55481], [-2.48031, -0.87913, -1.22185], [-4.02067, -1.11070, -1.00848], [-4.82137, -0.76343, 0.26582], [-4.17499, -0.15036, 1.37942], [-2.77657, 0.06080, 1.23735], [-1.81427, -0.23114, 0.06296], [-1.72727, 2.20626, -3.88429], [-0.88723, 1.74986, -2.23645], [-2.68438, 1.46773, -2.49795], [-0.45660, 1.92727, -7.34116], [2.76912, 0.22526, -5.06853], [2.92908, 1.92198, -4.38342], [1.74037, 0.74515, -3.61190], [-0.24144, 3.40252, -5.22892], [1.64234, 3.74770, -5.09075], [0.74323, 2.84791, -3.73604], [0.43787, -3.30260, -6.93050], [0.18240, -1.55268, -7.40429], [-0.34629, -4.70847, -5.61245], [-0.90062, -5.17887, -3.92602], [1.75830, -3.60494, -3.90879], [1.85217, -5.19387, -4.83064], [0.42451, -6.10781, -2.51854], [2.25663, -6.34037, -2.86361], [0.81800, -4.55818, -0.64763], [2.39089, -5.50197, -0.66077], [2.85266, -3.21112, -0.51788], [1.95119, -2.77042, -1.80262], [-2.41664, -4.30179, -2.54825], [-0.92976, -4.39593, -1.87432], [-4.60318, -1.58780, -1.88281], [-5.95956, -0.94920, 0.33378], [-2.26864, 0.56270, 2.14938], [-0.69347, 0.00319, 0.10449], [0.13807, 1.65164, 5.06270], [-0.30852, 0.23331, 5.23753], [0.15026, -0.39759, 4.04973], [1.18643, 0.34757, 3.57982], [1.91447, 0.00914, 2.68630], [1.29607, 1.52381, 4.25193], [0.37977, 2.13331, 6.01140], [-0.60037, 2.26125, 4.53276], [0.16210, -0.25081, 6.09778], [-1.39256, 0.14698, 5.33103], [5.24917, -0.71438, 2.93699], [5.16943, -2.20535, 3.05290], [6.43568, -2.55346, 3.59501], [6.90965, -1.45335, 4.24346], [7.87563, -1.44997, 4.95320], [6.14352, -0.35823, 3.98215], [4.27963, -0.23343, 3.07492], [5.67440, -0.39041, 1.98213], [4.38674, -2.53014, 3.74503], [5.01288, -2.69066, 2.08788], [4.62613, 1.24960, 8.17573], [5.58040, 0.12145, 7.93616], [4.72232, -0.94966, 7.56347], [3.57902, -0.39678, 7.07933], [2.71128, -1.01533, 6.52197], [3.54306, 0.94468, 7.30473], [5.05871, 2.21865, 7.93300], [4.25655, 1.27335, 9.20492], [6.27130, 0.32435, 7.11267], [6.15660, -0.13301, 8.82673], [4.09292, 5.27874, 10.01125], [4.89608, 6.27895, 9.23718], [6.15307, 5.63478, 9.08668], [5.93431, 4.29673, 9.19744], [6.75654, 3.45371, 8.95375], [4.66241, 4.03706, 9.61976], [3.03097, 5.31419, 9.76278], [4.20885, 5.39524, 11.09267], [4.47789, 6.47446, 8.24526], [5.00603, 7.22577, 9.76823], [-8.29095, 2.08733, -1.45632], [-7.95637, 2.97142, -0.29449], [-6.54409, 2.84874, -0.19459], [-6.08642, 2.47596, -1.41936], [-4.92659, 2.44530, -1.72925], [-7.11255, 2.14215, -2.24982], [-9.15499, 2.44571, -2.01819], [-8.46748, 1.05004, -1.15681], [-8.20801, 4.01973, -0.47961], [-8.44098, 2.64842, 0.62814], [-7.11577, 1.40193, -5.49921], [-6.15215, 0.27605, -5.71630], [-6.99619, -0.79933, -6.09937], [-8.13674, -0.25185, -6.60817], [-8.98906, -0.87251, -7.17580], [-8.18005, 1.09151, -6.38723], [-6.68162, 2.37401, -5.73910], [-7.50427, 1.42883, -4.47828], [-5.44689, 0.47900, -6.52806], [-5.59121, 0.02770, -4.81324]]
}